Below is 2 unconnected molecules or ions with the total composition C28H28N2O4S, with properties calculated with wB97M-V/def2-TZVPD.

Last column: Löwdin charge in e.
Cartesian coordinates (Å):
H1 1.9294 -2.9740 3.1785  0.099
H2 1.8286 4.7215 1.9133  0.142
H3 -2.7753 -4.4770 -3.4069  0.103
C1 -2.6783 3.1938 0.7379  -0.014
N1 2.6109 1.5787 2.2972  -0.018
C2 -1.4281 4.4464 -0.8768  -0.016
H4 -4.9933 -0.8366 -2.3808  0.085
H5 -1.4172 5.0864 -1.7392  0.104
H6 3.3411 -6.0639 -0.3905  0.108
H7 4.5425 0.9732 2.8540  0.099
H8 3.6811 -0.1562 1.8139  0.108
C3 1.8792 3.6466 1.9793  0.019
H9 -2.4958 0.6162 3.6321  0.098
H10 2.0924 5.6472 -2.0041  0.098
C4 -2.6334 4.0189 -0.3640  -0.050
O1 -1.4729 1.9545 2.4974  -0.079
C5 -0.2747 3.1897 0.8164  -0.053
H11 3.7836 3.2845 2.9833  0.133
H12 3.8860 -6.5435 1.9642  0.100
H13 3.2400 0.0104 3.5382  0.102
C6 2.8841 2.9146 2.5177  -0.011
H14 0.9660 -2.0071 -0.3511  0.050
C7 -0.3118 -2.1732 -3.1020  -0.851
H15 -3.0582 -0.2091 -3.2423  0.082
C8 1.2843 -0.9962 1.4410  -0.040
C9 1.2901 -2.1157 0.6705  0.024
H16 2.0898 -4.0254 -0.9657  0.068
C10 -0.9373 -3.4283 -3.2180  -0.148
H17 -0.3269 -4.3174 -3.2205  0.085
C11 2.2327 -3.6458 2.3952  -0.039
H18 -3.0243 0.7260 1.9402  0.108
H19 -3.4339 2.0220 3.1070  0.091
H20 1.6928 -1.0500 2.4318  0.073
C12 -2.2949 -3.5194 -3.3216  -0.037
C13 3.0114 -5.3952 0.3890  -0.070
N2 0.9545 2.7702 1.4229  0.096
O2 1.0411 4.4656 -0.7278  -0.085
C14 1.0544 5.3835 -1.7979  -0.078
C15 2.9302 -4.7864 2.7119  -0.092
H21 0.6218 4.9342 -2.6929  0.102
H22 -0.6337 -0.0548 -3.0174  0.084
C16 0.8920 0.2911 0.9398  -0.326
C17 -1.1138 -1.0161 -3.1114  -0.149
C18 3.3285 -5.6568 1.7122  -0.083
C19 -2.6800 1.2978 2.8023  -0.077
H23 -3.6287 2.8955 1.1392  0.105
S1 1.3421 -2.0725 -2.9632  0.477
C20 -2.4719 -1.1084 -3.2219  -0.060
C21 2.3031 -4.2655 0.0629  -0.011
C22 -5.2312 -1.3700 -3.3021  -0.117
O3 -4.4716 -2.5517 -3.3800  -0.107
C23 1.4195 1.4793 1.5956  -0.027
C24 -0.2244 4.0517 -0.2960  -0.161
C25 1.9064 -3.3547 1.0577  -0.198
H24 -5.0307 -0.7465 -4.1744  0.089
O4 0.1836 0.3806 -0.0780  0.105
H25 -3.5530 4.3607 -0.8092  0.116
C26 -3.1121 -2.3663 -3.3127  -0.279
C27 3.5696 0.5355 2.6447  0.009
C28 -1.5053 2.7587 1.3525  -0.166
H26 0.5118 6.2873 -1.5201  0.096
H27 3.1761 -4.9995 3.7393  0.100
H28 -6.2881 -1.6394 -3.2906  0.086

Calculated values
Spin multiplicity: 1
Charge: 0
HOMO-LUMO gap (eV): 3.20
HOMO energy (eV): -4.67
LUMO energy (eV): -1.467

Below is a molecular structure, C34H28IIrN7O2S2, with properties calculated with wB97M-V/def2-TZVPD.

Last column: Löwdin charge in e.
Cartesian coordinates (Å):
H1 1.7235 -1.7831 0.6172  0.118
C1 -3.4780 3.7235 -4.1779  -0.135
C2 -1.1454 -1.2956 -2.5679  -0.118
H2 -1.4239 -0.8447 3.5111  0.098
O1 -0.3661 1.7579 -1.1228  -0.096
H3 -1.6558 -2.0455 -4.4938  0.116
H4 2.9715 0.6555 -4.8428  0.116
H5 3.5900 -1.9236 2.2619  0.125
C3 2.8650 -1.1261 2.3327  -0.005
N1 2.8002 2.0577 5.3470  -0.203
C4 3.6970 -1.2792 -3.2219  -0.144
H6 3.7426 -0.1740 4.0549  0.132
H7 -4.4416 3.6773 -4.6652  0.098
C5 -0.2809 2.6838 3.5058  -0.063
C6 -2.4280 3.2339 2.6206  0.006
C7 -0.9957 3.8605 -2.9221  -0.009
H8 -3.0030 2.0258 0.9198  0.122
H9 -3.8477 2.0370 -2.8947  0.123
C8 3.4743 0.5855 -1.0447  -0.153
Ir1 -0.8625 0.0601 0.1858  1.436
H10 3.6487 -0.0280 -0.1595  0.089
C9 3.2557 0.9822 -3.8412  -0.142
N2 0.9357 3.6660 5.4171  -0.202
H11 3.6997 1.9758 -3.9194  0.116
C10 2.9462 -0.1716 3.3223  0.044
H12 -0.6159 5.5541 -4.1794  0.097
H13 1.8145 1.9916 -2.5056  0.100
C11 -1.5350 -1.6358 2.7803  -0.189
C12 -1.4333 3.4674 3.5490  0.043
C13 0.9376 0.7981 2.4428  -0.128
H14 -2.4440 -4.2357 -3.5714  0.120
N3 -1.0795 -1.4808 -1.2440  -0.034
C14 -1.6170 -2.2538 -3.4347  -0.035
N4 0.9098 -0.1010 1.4411  0.021
C15 1.9013 1.8516 4.4019  -0.294
H15 1.1266 0.6411 -3.4054  0.100
H16 -1.5331 4.2295 4.3103  0.132
N5 2.2874 0.1093 -1.7494  -0.171
C16 1.8264 -1.0528 1.4073  -0.091
N6 4.2529 0.0621 -3.3136  -0.173
C17 -2.2488 2.2371 1.6650  -0.053
C18 -1.8419 -2.9199 3.1240  -0.396
H17 -3.3455 3.8036 2.6252  0.123
C19 -1.5403 1.8552 -1.5556  -0.610
H18 3.3730 -1.5928 -4.2153  0.116
C20 -2.0543 -3.4689 -2.9158  -0.030
H19 5.1858 1.4823 -2.1065  0.116
C21 4.7062 0.5074 -2.0056  -0.146
C22 0.8213 2.7799 4.4450  -0.295
C23 -2.5564 4.7000 -4.5312  -0.725
C24 2.0192 0.9919 -2.8843  -0.160
H20 -0.0472 3.9147 -2.4046  0.118
I1 -3.0350 6.0692 -6.0339  0.901
H21 1.5818 -1.6119 -2.7039  0.098
C25 -1.3903 -1.4616 1.3746  -0.337
C26 -1.5447 -2.6465 -0.7260  -0.263
C27 -3.1477 2.8051 -3.1953  -0.006
H22 2.7005 -1.9028 -1.3626  0.100
H23 5.4490 -0.2021 -1.6368  0.115
C28 -1.9039 2.8662 -2.5736  -0.140
C29 -1.3197 4.7813 -3.9038  -0.136
C30 1.9569 0.8103 3.3911  -0.061
N7 -1.1440 1.4974 1.6206  -0.026
H24 -2.0218 -3.3212 4.1087  0.072
C31 -0.1785 1.7044 2.5239  -0.135
H25 -0.8062 -0.3374 -2.9364  0.104
H26 3.2895 1.6119 -0.7191  0.119
C32 -1.5955 -2.6463 0.7137  -0.533
C33 -2.0170 -3.6637 -1.5517  -0.002
S1 -1.9642 -3.9551 1.7676  1.059
O2 -2.4150 1.0315 -1.1169  -0.094
S2 2.3025 3.3299 6.2008  1.066
H27 -2.3911 -4.5723 -1.1002  0.114
H28 4.4771 -1.9631 -2.8836  0.115
C34 2.4941 -1.2577 -2.2207  -0.153

Calculated values
Spin multiplicity: 1
Charge: +1
HOMO-LUMO gap (eV): 6.00
Energy above the lowest of the compared OMol25 structures with the same formula, charge and spin (kJ/mol): 110.8
HOMO energy (eV): -9.68
LUMO energy (eV): -3.671

Below is C18H21BrN2O4S2 in the gas phase, with properties calculated with wB97M-V/def2-TZVPD.

Last column: Löwdin charge in e.
Cartesian coordinates (Å):
C1 1.2167 0.4762 0.8005  -0.114
H1 -0.2174 -2.2898 1.9480  0.138
N1 1.5126 -1.9747 0.8732  -0.236
C2 2.1560 -1.7538 -1.8109  -0.598
C3 -2.5928 4.2340 4.4210  -0.268
C4 -2.2724 2.8939 4.2474  0.029
H2 -5.9033 4.0689 3.7438  0.104
H3 2.7703 0.6416 -4.0384  0.109
O1 3.7895 -2.5235 0.0363  -0.267
N2 -2.1618 0.3899 2.4002  0.082
H4 -0.4512 -1.0227 -0.8295  0.084
H5 0.0944 4.4126 4.0960  0.095
C5 -2.8566 0.5429 3.6673  -0.121
H6 1.5110 0.5933 -0.2451  0.105
H7 -2.7154 0.4999 1.5656  0.146
C6 -0.8143 0.3824 2.3109  -0.467
Br1 0.3740 -0.6951 -5.5478  0.725
C7 1.9493 -0.7147 1.4235  -0.170
H8 -4.1478 5.6928 4.3766  0.116
H9 -3.7328 -0.1102 3.6666  0.123
O2 -0.0916 0.4285 3.2842  0.066
H10 -0.0906 -3.1477 0.3949  0.117
C8 1.3271 -0.9573 -3.9601  -1.036
H11 -1.7542 -1.2486 0.3395  0.114
C9 -4.5630 2.4006 3.7060  -0.058
H12 3.0237 -0.6527 1.2524  0.117
H13 1.7583 -0.7258 2.5001  0.124
C10 -4.8851 3.7380 3.8832  -0.079
C11 -0.3037 0.2894 0.8692  -0.220
C12 -3.2573 1.9786 3.8932  -0.210
S1 0.9189 -2.2601 -2.8886  1.028
C13 -0.3649 4.8384 4.9936  -0.083
H14 -0.2784 4.1234 5.8175  0.098
H15 3.6685 -0.2416 -1.7277  0.122
O3 1.8691 -3.9819 -0.5488  -0.294
C14 0.0904 -2.1983 0.9004  -0.167
H16 -2.1585 0.2182 4.4425  0.128
S2 2.4110 -2.6808 -0.3040  0.605
H17 -1.2647 2.5341 4.3812  0.103
O4 -1.7057 5.2045 4.7663  -0.081
H18 0.1502 5.7600 5.2599  0.093
C15 2.3674 -0.2016 -3.5078  -0.196
H19 -0.7853 1.0970 0.3034  0.150
H20 -5.3286 1.6897 3.4317  0.105
H21 1.4984 1.3788 1.3437  0.123
C16 -0.6849 -1.0575 0.2368  -0.125
C17 2.8437 -0.6710 -2.2658  -0.153
C18 -3.9137 4.6498 4.2353  -0.009

Calculated values
Spin multiplicity: 1
Charge: 0
HOMO-LUMO gap (eV): 8.90
Energy above the lowest of the compared OMol25 structures with the same formula, charge and spin (kJ/mol): 0.0
HOMO energy (eV): -8.71
LUMO energy (eV): 0.194
SMILES: COc1cccc(CNC(=O)C2CCN(S(=O)(=O)c3ccc(Br)s3)CC2)c1

Below is a gas-phase ion, C6H17N4Si (charge +1), with properties calculated with wB97M-V/def2-TZVPD.

Last column: Löwdin charge in e.
Cartesian coordinates (Å):
N1 1.1546 -1.1236 0.0330  0.152
Si1 -1.8735 -0.4538 -0.0102  0.794
C1 -1.8825 -2.0413 -1.1398  -0.141
H1 2.1199 2.8159 -0.0607  0.160
H2 -1.7982 0.4021 2.4364  0.029
N2 3.4268 -1.4914 -0.0318  0.175
H3 -2.9187 -2.3934 -1.0729  0.039
C2 -2.7141 1.2038 -0.5269  -0.161
C3 2.4594 -0.7009 -0.0829  -0.539
H4 -0.4175 -0.5708 2.2342  0.095
N3 0.4303 1.4011 -0.0499  -0.073
H5 -2.0153 -1.1936 2.3635  -0.039
H6 -1.2499 -2.7205 -0.6792  -0.018
H7 3.7630 1.0916 0.1437  0.139
H8 1.6795 1.9325 -1.3560  0.101
H9 2.6525 0.8664 1.3710  0.151
H10 -2.3877 1.5928 -1.4360  0.008
H11 -3.7604 1.2153 -0.5475  0.014
H12 -2.4716 2.0887 0.0779  0.050
H13 0.0111 1.5993 0.8518  0.145
C4 1.7326 1.7956 -0.3276  -0.180
C5 -1.5465 -0.4756 1.8767  -0.161
H14 0.3219 0.2761 -1.5136  0.128
N4 -0.0434 0.2666 -0.5848  -0.001
H15 3.4099 -2.4926 -0.0377  0.063
C6 2.7066 0.7192 0.2334  -0.103
H16 0.7430 -2.0348 0.0061  0.077
H17 -1.5320 -1.5745 -2.1704  0.097

Calculated values
Spin multiplicity: 1
Charge: +1
HOMO-LUMO gap (alpha / beta) (eV): 8.58 / 8.58
Energy above the lowest of the compared OMol25 structures with the same formula, charge and spin (kJ/mol): 465.6
HOMO energy (alpha / beta) (eV): -12.60 / -12.60
LUMO energy (alpha / beta) (eV): -4.018 / -4.018

Below is 7 unconnected molecules or ions with the total composition C24H44N2O15, with properties calculated with wB97M-V/def2-TZVPD.

Last column: Löwdin charge in e.
Cartesian coordinates (Å):
H1 -2.5425 3.4253 -1.4428  0.088
N1 0.8408 -0.7913 3.0421  0.207
H2 -0.6157 -3.3597 4.1768  0.141
H3 7.3985 5.0229 -3.5219  0.114
C1 0.0121 -2.4269 -1.3761  -0.612
H4 -4.8801 -4.9265 1.1274  0.101
C2 -3.4011 0.7431 -2.4830  -0.229
O1 1.1638 -1.9307 -1.0082  0.100
C3 -0.5405 -0.4678 -0.2679  -0.039
H5 0.7772 1.0112 -1.7761  0.066
C4 -3.7262 -0.4871 -1.7096  -0.145
C5 1.0211 -0.6471 -0.5055  -0.278
C6 -0.0797 -4.1084 1.6084  -0.071
H6 1.8374 1.0660 1.7947  0.045
O2 -0.6929 3.0641 -0.5224  -0.015
C7 4.9316 0.8115 -1.4293  -0.025
O3 4.9118 -0.5917 -1.0789  0.082
H7 1.6020 2.7193 2.7037  0.108
H8 -2.0297 -4.0926 2.4607  0.107
C8 4.5556 -0.9026 0.0671  -0.510
H9 -5.4666 0.3559 0.5059  0.058
C9 -3.2123 0.2142 2.6434  -0.025
H10 -1.6868 -2.7881 1.3995  0.077
H11 -6.0304 -3.5586 1.0559  0.089
H12 0.4802 -4.6498 2.3968  0.090
O4 -0.2047 -3.3401 -2.1563  0.132
O5 4.2408 0.1345 1.0207  -0.123
H13 -4.0342 0.6454 3.1762  0.092
H14 4.4278 1.5174 -0.7757  0.077
H15 2.1689 3.7695 -4.1162  0.108
H16 7.7119 3.6983 -2.3114  0.095
C10 -1.2882 -3.3831 2.1778  -0.272
C11 1.5682 0.2953 -1.5569  -0.008
O6 4.4538 -2.1454 0.3842  0.055
H17 1.6638 3.1092 -2.6236  0.090
C12 -5.3342 -0.6539 -1.5529  -0.202
H18 -3.1448 -0.5634 -0.7649  0.083
C13 3.8685 -2.4891 1.6594  -0.011
H19 2.9138 2.5384 1.5819  0.093
C14 -0.9629 -2.6469 3.4191  -0.167
H20 -7.0187 -0.1528 -0.1450  0.079
C15 -0.0472 2.7103 0.6173  -0.323
O7 1.3470 2.5302 0.5860  -0.058
O8 -3.3725 -0.9689 1.8831  -0.020
O9 -0.9483 -1.6697 -0.9206  0.049
H21 3.3690 -1.6568 2.1777  0.077
O10 3.6830 3.8281 -2.6350  -0.002
C16 -6.0143 0.1998 -0.4422  -0.101
H22 4.3176 0.9512 -2.3835  0.095
H23 -5.7260 -0.4991 -2.5644  0.104
H24 -5.4294 -4.1583 2.6357  0.124
O11 -0.7907 2.7002 1.8201  -0.073
H25 -0.6786 -0.4693 0.7932  0.098
H26 4.5611 -2.9771 2.3686  0.109
N2 -3.1407 1.7001 -3.0434  0.154
C17 4.8913 3.8215 -3.1190  -0.510
H27 5.9412 1.2509 -1.6981  0.121
H28 3.0899 -3.1769 1.4834  0.062
H29 -1.0609 0.3239 -0.7216  0.096
H30 -2.2776 4.0433 0.1992  0.095
C18 1.9336 2.1518 1.8197  -0.053
H31 -2.5892 2.4224 -0.1104  0.041
H32 2.8555 2.1112 -3.5734  0.093
O12 -4.2201 -2.9299 1.3338  -0.040
C19 -5.1503 -3.9491 1.5494  -0.068
H33 -5.5526 -1.6865 -1.2131  0.094
H34 -0.2514 -4.8152 0.7892  0.092
C20 -2.0724 3.2314 -0.4594  -0.083
H35 -1.8731 -2.1166 3.6554  0.103
H36 -6.1331 1.2225 -0.8708  0.075
H37 1.7326 -0.1188 -2.5458  0.104
C21 7.1346 4.5860 -2.5350  0.008
C22 2.5625 3.1449 -3.2856  -0.003
H38 1.4960 -0.5674 0.4935  0.120
H39 2.4637 0.9532 -1.2285  0.086
C23 0.0389 -1.6041 3.1993  -0.183
O13 5.7126 4.3558 -2.2335  0.002
C24 -4.3849 -1.7740 2.0199  -0.450
H40 -3.2713 -1.3505 -2.2864  0.133
H41 -2.4696 0.0575 3.4067  0.091
O14 -5.5208 -1.5366 2.7849  -0.039
H42 0.5970 -3.3113 1.3063  0.049
H43 -3.0382 1.1077 2.0138  0.095
O15 5.2402 3.5612 -4.4377  -0.055
H44 7.3883 5.3330 -1.9064  0.046

Calculated values
Spin multiplicity: 1
Charge: 0
HOMO-LUMO gap (eV): 10.16
Energy above the lowest of the compared OMol25 structures with the same formula, charge and spin (kJ/mol): 119.0
HOMO energy (eV): -9.74
LUMO energy (eV): 0.420
SMILES: C[C@H]1COC(=O)O1.COC(=O)OC.COC(=O)OC.COC(=O)OC.COC(=O)OC.CCCC#N.CCCC#N